--- one ---
Computed, not measured: a 13-piece molecular cluster, C34H101N7O13 overall, with the ωB97M-V functional and the def2-TZVPD basis.

Each line ends with the Löwdin charge.
Geometry (Å):
H  14.12356  13.24126  38.02828  0.083
O  9.46487  8.59968  32.69633  -0.115
H  15.60540  19.58275  29.71552  0.137
H  10.21578  17.19407  40.28774  0.081
H  11.22318  15.17026  38.74852  0.132
C  17.20597  18.24943  29.76499  -0.197
H  18.91206  19.80511  31.26219  0.089
H  15.48016  17.50474  37.51721  0.073
O  18.16774  16.52978  33.14896  -0.160
H  11.22802  18.09157  41.31697  0.076
H  15.96178  14.98361  28.65999  0.059
C  16.73351  9.44647  31.09325  -0.215
H  15.92651  7.44131  31.22700  0.137
H  15.55482  19.23680  33.38167  0.087
H  18.15551  15.61116  36.55916  0.046
H  15.24356  15.45090  32.19476  0.064
H  16.99919  11.53849  34.07536  0.063
H  16.17029  14.48782  30.41507  0.056
H  9.37608  7.85168  33.29538  0.073
H  15.76487  13.38472  29.12263  0.066
C  14.49048  15.18421  34.19717  -0.389
C  13.07174  11.87102  34.01214  -0.131
H  11.51643  14.76888  30.13314  0.084
O  20.40164  11.06904  32.27420  -0.166
H  12.70368  12.74971  39.05248  0.090
H  19.51840  18.35015  30.61140  0.086
O  13.35353  13.18269  33.70949  -0.168
C  19.20811  19.36404  30.30013  -0.102
H  14.28562  16.83964  32.80853  0.072
C  19.16965  11.53741  32.74645  -0.225
O  10.51500  15.77206  26.46272  -0.191
H  12.76458  15.92066  29.69665  0.055
C  12.40827  14.89910  29.51754  -0.070
H  13.80395  18.23241  29.01335  0.082
C  19.97952  16.42418  36.47881  -0.144
H  11.70607  16.87001  27.71324  0.126
C  12.23534  16.53410  40.21113  -0.423
H  19.78308  16.95060  37.42113  0.080
H  16.82434  18.57855  34.25142  0.071
H  17.31169  8.43590  33.73341  0.071
H  19.03195  12.60043  32.47878  0.123
H  13.69917  15.51968  34.87669  0.118
O  15.14572  19.00619  35.39035  -0.208
H  14.92056  16.85477  28.66580  0.042
C  9.60585  16.78878  26.14152  -0.125
O  18.81145  15.89828  35.90542  -0.146
H  17.79495  12.93996  34.89635  0.068
H  20.96807  12.32867  34.24610  0.065
H  18.18886  16.26937  34.08056  0.023
H  19.30754  10.37430  34.51577  0.132
C  10.54643  9.40183  33.16752  -0.172
H  12.87925  14.89451  26.23349  0.071
C  16.71185  8.05122  31.68157  -0.410
H  15.79512  16.76921  34.49106  0.035
H  12.98025  11.69093  35.09119  0.080
O  13.26018  14.72067  39.12036  -0.196
C  19.12095  11.42208  34.25315  -0.422
C  12.04252  14.78448  28.04242  -0.420
H  13.69422  15.74558  27.37020  0.042
H  17.53948  11.34724  35.72615  0.081
C  11.86983  9.07498  36.45162  -0.186
C  14.02775  19.86392  35.25574  -0.229
H  19.58629  15.52896  32.15769  0.085
O  17.71998  14.02174  28.97195  -0.129
O  16.79627  9.30963  29.68437  -0.182
C  15.86281  18.67444  29.15389  -0.437
C  20.36260  10.56839  30.97217  -0.099
C  12.23410  18.13794  35.47964  -0.055
H  18.61857  7.51614  32.27554  0.060
C  12.88053  19.34638  36.10047  -0.455
C  11.04407  17.06457  40.99732  -0.066
C  17.76183  11.85536  34.79074  -0.052
C  15.94176  16.86969  38.27976  -0.107
N  12.60521  17.56032  39.20673  0.049
H  13.35115  17.09482  38.68840  0.028
C  14.59978  13.67852  34.18013  -0.194
H  12.50428  13.64087  37.52475  0.089
H  16.80738  19.72726  27.75028  0.066
H  15.21910  16.57841  39.03438  0.062
H  20.71229  15.65925  36.78001  0.079
H  15.91231  15.72882  35.70092  0.037
H  10.52855  10.33143  32.59193  0.072
H  14.59844  17.29865  30.32891  0.062
H  19.80321  13.16008  35.08066  0.046
H  15.83212  9.99538  31.40206  0.126
C  14.70259  17.70185  29.32180  -0.058
H  19.84796  11.27041  30.30317  0.094
C  16.37451  14.26872  29.38106  -0.151
H  10.28206  8.20048  37.12702  0.079
N  20.18155  12.24093  34.87847  0.054
C  14.37613  15.75466  32.78277  -0.043
H  11.89224  17.74842  38.50651  0.062
H  15.40894  10.81505  29.32406  0.085
H  17.10891  11.28966  29.18193  0.074
H  16.51360  20.31880  34.61079  0.095
H  9.33824  16.74120  25.08835  0.085
H  20.04205  19.86859  29.83004  0.086
C  16.44608  8.04467  33.18607  -0.063
H  12.42998  9.10066  37.39396  0.079
H  13.17660  14.22201  29.88552  0.072
H  16.70310  17.56247  38.65686  0.093
H  16.40631  7.00035  33.50619  0.082
H  21.31584  10.22967  30.58431  0.091
H  11.52384  17.67230  36.16300  0.071
H  12.59568  9.07590  35.64113  0.069
O  16.48759  15.75733  37.58460  -0.151
H  10.39962  9.71808  34.20195  0.061
H  13.74359  11.13574  33.55120  0.088
H  18.46951  7.69690  30.65111  0.057
N  11.81348  20.34300  36.25131  0.035
H  16.18127  18.34876  27.11533  0.073
H  17.18293  18.15138  30.85806  0.116
H  15.53085  8.55335  33.46136  0.065
H  13.26007  19.11611  37.09919  0.122
H  14.35729  20.85968  35.58225  0.128
N  16.01009  19.10188  27.77139  0.046
O  10.90119  8.04014  36.41088  -0.115
H  19.71960  9.66444  30.94678  0.069
N  15.75596  15.78313  34.70128  0.080
H  12.94771  17.37147  35.17386  0.055
H  15.44360  13.33332  33.56416  0.118
H  11.51752  13.83407  27.92772  0.142
H  11.66997  18.44461  34.59406  0.087
H  18.16465  15.68854  31.19398  0.049
H  10.05011  17.77628  26.34694  0.089
H  17.63690  9.97651  31.42664  0.076
C  16.06626  19.36465  34.34181  -0.080
O  18.13878  19.24733  29.39327  -0.207
C  11.11520  15.93790  27.73728  -0.226
C  13.14481  13.52043  38.41141  -0.115
H  11.58698  20.71289  35.32385  0.074
H  8.66715  16.72141  26.71402  0.088
H  11.35630  10.04534  36.35262  0.069
H  13.56897  15.28657  32.20578  0.069
H  10.29700  16.04523  28.46850  0.132
H  14.83604  13.33888  35.20508  0.123
H  17.70220  13.77632  28.04490  0.077
H  12.20541  21.17688  36.69606  0.074
C  16.40290  10.47270  29.00242  -0.109
N  18.00793  7.35030  31.48522  0.045
H  10.75188  16.48833  41.87216  0.075
N  13.24464  14.85348  27.18448  0.055
H  11.48846  8.90328  32.95389  0.081
H  11.58564  14.49937  40.27700  0.130
H  13.66828  19.91449  34.21666  0.127
H  12.09332  11.62612  33.59237  0.070
H  13.08526  16.40012  40.88526  0.141
H  17.05263  15.22308  38.15367  0.097
H  17.55407  17.29072  29.34515  0.127
H  16.28547  10.19731  27.95679  0.093
H  18.07131  14.55278  32.52073  0.062
C  11.99988  15.20610  39.52444  -0.228
C  18.48897  15.52194  32.22416  -0.160
H  20.44283  17.05799  35.72949  0.085
H  18.31525  11.02389  32.27099  0.084

Values from the calculation:
LUMO in Eh: 0.009
Orbital gap in hartree: 0.3330

--- two ---
Computed, not measured: a 13-piece molecular cluster, C34H101N7O13 overall, with the ωB97M-V functional and the def2-TZVPD basis.

Each line ends with the Löwdin charge.
Geometry (Å):
C  13.39638  -20.25604  -8.99391  -0.410
C  6.43220  -16.66594  -4.74581  -0.080
H  9.89939  -12.94589  -12.61606  0.125
H  5.44679  -18.97173  -11.76100  0.083
H  5.38207  -18.77507  2.12201  0.070
N  5.19766  -16.82032  0.32853  0.019
H  9.05863  -19.81022  -8.30888  0.120
H  7.89777  -14.81974  -7.97415  0.098
H  11.39462  -20.65888  -8.90409  0.039
H  12.91786  -18.86930  -10.49561  0.112
N  9.83826  -12.95354  -9.19604  0.065
H  7.04318  -16.84569  -3.86672  0.057
H  6.43692  -21.41814  -8.63714  0.066
O  11.73297  -15.36168  -9.40107  -0.188
H  9.38066  -19.49135  -2.22801  0.091
C  8.48525  -18.66379  -14.33283  -0.188
C  12.64395  -15.77748  -10.41782  -0.151
H  11.14791  -13.57547  -6.98753  0.055
H  10.60782  -17.40866  -7.13736  0.063
H  5.24908  -17.80862  -9.92506  0.047
C  8.54835  -18.89286  -7.99609  -0.177
H  3.56399  -18.45228  -7.41223  0.085
H  14.73074  -18.38703  -12.32911  0.079
H  8.99195  -20.81930  -11.70936  0.055
O  3.88478  -19.07055  -9.32374  -0.127
C  11.29025  -14.16390  -6.08125  -0.057
C  8.00399  -20.00215  -5.98810  -0.091
C  15.01655  -19.43760  -12.23082  -0.089
O  11.78450  -21.99862  -6.10527  -0.139
H  5.30195  -21.40295  -9.98758  0.073
H  6.49712  -17.32878  -1.68009  0.106
O  5.97424  -17.47164  -10.46383  -0.154
O  10.44916  -21.63474  -10.38859  -0.143
O  8.55210  -18.83878  -6.57329  -0.177
H  9.48491  -16.59505  -4.45942  0.105
H  12.11727  -12.42353  -10.37999  0.072
H  10.66990  -20.40953  -12.03679  0.071
H  12.26352  -18.74738  -4.94059  0.085
H  9.80216  -22.25584  -10.04177  0.070
H  7.68742  -13.99919  -13.44011  0.086
H  10.80319  -15.52496  -3.80595  0.131
H  5.53839  -15.95949  -0.07425  0.069
H  8.37203  -18.28765  -3.09286  0.060
H  10.07041  -16.71087  -13.96811  0.082
C  10.06034  -14.93524  -5.67887  -0.431
H  11.38035  -10.81218  -10.04499  0.076
O  6.93851  -15.71659  -5.67962  -0.227
H  6.96602  -22.07480  -11.33454  0.087
H  10.34467  -13.83595  -9.24615  0.037
H  6.07963  -19.38835  -15.19944  0.077
C  6.24828  -15.76225  -6.94313  -0.159
C  10.53354  -17.66037  -13.69201  -0.107
C  10.01434  -21.19804  -11.66818  -0.151
H  14.94130  -21.77235  -9.15148  0.077
H  12.05851  -14.89459  -6.34078  0.076
H  5.41422  -13.12707  -7.60750  0.079
C  5.49190  -19.09588  1.08582  -0.061
H  5.16366  -15.67058  -6.83736  0.132
H  3.78028  -20.21389  -7.64529  0.089
C  10.39871  -16.03780  -4.68148  -0.179
H  6.09221  -20.94841  -14.81657  0.069
H  10.69156  -18.67749  -4.16008  0.060
O  8.32244  -13.77615  -11.44646  -0.210
N  10.62932  -17.52475  -8.15017  0.071
C  8.36767  -19.12185  -2.38929  -0.120
H  6.98874  -20.13619  -6.37557  0.072
H  9.19380  -11.57928  -10.53436  0.135
H  7.50949  -18.93315  -8.34300  0.108
H  14.08644  -19.60485  -8.45018  0.145
H  8.44209  -20.82112  -14.11368  0.124
H  5.45174  -16.29118  -4.43504  0.093
H  9.62535  -18.76386  -10.34446  0.073
H  6.31436  -15.94590  -9.50149  0.021
H  9.93314  -17.07695  -10.62367  0.060
H  11.96647  -17.78544  -3.47551  0.087
H  13.37449  -16.49096  -10.03631  0.075
O  14.81235  -19.82997  -10.87148  -0.192
C  10.95798  -22.97994  -6.67799  -0.150
H  7.99253  -19.99996  -4.89999  0.061
H  7.76760  -21.24278  -16.54474  0.073
H  11.59609  -17.69977  -13.93123  0.093
H  10.85803  -22.57447  -7.68866  0.061
H  6.85824  -19.33033  -10.82016  0.065
C  6.56602  -18.25614  -1.10437  -0.212
N  9.11552  -14.02692  -4.98585  0.055
H  3.14506  -19.58784  -9.64369  0.097
N  6.24217  -14.95572  -9.25989  0.066
H  6.84362  -14.52998  -9.95768  0.041
H  12.06697  -20.53444  -7.49304  0.050
H  13.94471  -21.98814  -7.76557  0.069
H  5.16549  -19.04459  -7.69125  0.056
C  7.82427  -14.56873  -12.51492  -0.102
H  11.04956  -18.45929  -8.21426  0.046
H  4.46221  -19.24697  0.75875  0.068
H  12.18307  -16.00840  -11.38114  0.058
H  4.37611  -17.17719  -0.13860  0.065
H  10.25461  -14.27479  -11.40559  0.112
C  9.25735  -17.76040  -10.11226  -0.021
C  4.12159  -19.22392  -7.95098  -0.143
H  11.93953  -22.25244  -5.18964  0.090
H  7.08003  -17.63534  0.92482  0.138
H  6.45741  -16.78029  -7.28868  0.103
C  6.19707  -17.89971  0.34559  -0.396
H  5.87141  -22.91458  -9.24047  0.081
H  14.42243  -20.06572  -12.89605  0.085
C  6.81080  -14.71813  -7.90839  -0.418
H  9.58327  -15.35192  -6.57076  0.110
C  6.17109  -21.91598  -9.57123  -0.153
H  8.88224  -13.24850  -9.04798  0.030
O  11.34954  -16.93330  -5.27121  -0.206
C  9.67799  -13.37361  -11.63575  -0.177
H  11.37184  -16.15785  -8.94309  0.014
H  8.01121  -17.87436  -14.92345  0.135
H  13.28787  -22.36903  -9.36177  0.082
C  6.34700  -18.51527  -11.33831  -0.156
C  9.98005  -12.33781  -10.52618  -0.414
H  6.94587  -12.52917  -8.25144  0.069
N  12.06175  -20.07355  -8.40095  0.058
C  11.35594  -11.70111  -10.67409  -0.054
O  9.92120  -18.74829  -14.33407  -0.183
H  6.09711  -19.99482  0.98121  0.075
H  10.15345  -22.04900  -12.33955  0.088
C  8.30737  -20.38938  -16.13015  -0.073
H  6.95240  -13.11329  -6.58393  0.063
C  6.49628  -13.24639  -7.56682  -0.042
H  6.93121  -18.13485  -12.17413  0.049
H  7.80661  -19.98514  -2.76090  0.080
H  9.11400  -13.16077  -5.51087  0.064
H  11.40004  -23.97311  -6.76695  0.087
H  8.24939  -17.61333  -10.50127  0.046
H  5.87618  -19.01137  -1.49369  0.128
O  7.90281  -18.70865  -1.13115  -0.180
H  8.50155  -15.37652  -12.80501  0.065
H  8.55820  -20.89654  -6.29147  0.076
H  8.12961  -19.57006  -16.83090  0.082
H  12.87390  -20.53071  -11.05382  0.112
H  6.20195  -17.61414  -5.24137  0.079
C  11.55978  -18.07769  -4.44837  -0.097
H  8.69972  -16.77698  -8.27856  0.118
C  7.93731  -20.04599  -14.69113  -0.427
C  13.91159  -21.66365  -8.80667  -0.058
H  9.36600  -20.64649  -16.20695  0.077
O  7.27115  -21.87251  -10.44625  -0.125
N  6.48555  -20.05471  -14.55336  0.043
H  8.19853  -18.41972  -13.30406  0.082
H  6.83682  -14.96744  -12.28521  0.085
H  10.47498  -17.75746  -12.60355  0.058
H  11.66756  -13.47721  -5.32205  0.084
C  9.25059  -17.67119  -8.58381  -0.374
H  11.52141  -11.36631  -11.69937  0.072
C  13.44247  -19.82758  -10.43651  -0.197
H  16.09013  -19.48897  -12.39892  0.086
H  9.96290  -22.96070  -6.22868  0.074
H  13.18394  -14.83964  -10.57604  0.071
H  8.20992  -14.47763  -5.10803  0.029

Values from the calculation:
LUMO in Eh: 0.002
Orbital gap in hartree: 0.3127

Which structure is most stable, and how do the rest compare? From most to least stable: two, one.